i) Computed, not measured: a cluster of 40 separate species, H80O40 in total, with ωB97M-V with the def2-TZVPD basis set.

CARTESIAN COORDINATES (ANGSTROEM)
H: -1.58 5.26 4.05
H: 0.06 5.58 3.95
O: -0.69 4.94 3.97
H: 1.33 1.33 2.39
H: 1.22 1.02 0.78
O: 0.80 1.56 1.57
H: -3.58 0.09 -5.02
H: -4.20 -1.41 -4.53
O: -4.26 -0.47 -4.43
H: 1.25 -5.08 0.94
H: 0.21 -3.85 0.73
O: 0.87 -4.47 0.25
H: 0.86 -3.03 3.81
H: -0.25 -2.23 4.36
O: 0.34 -2.91 4.53
H: -0.66 2.57 5.76
O: -0.65 1.62 5.60
H: 5.74 -2.77 1.25
O: 5.69 -2.48 2.19
H: 3.75 -4.16 -1.02
H: 2.91 -3.33 -0.18
O: 3.87 -3.55 -0.23
H: -2.37 -2.12 5.96
H: -1.36 -1.36 5.68
O: -2.09 -1.19 6.29
H: 1.10 -1.36 5.63
H: 2.38 -0.74 5.91
O: 1.42 -0.55 6.09
H: 5.91 0.85 -1.00
H: 5.75 0.61 0.42
O: 6.53 0.64 -0.23
H: 1.54 -4.28 2.94
O: 2.36 -4.28 3.41
H: -0.74 0.71 2.96
H: -2.10 0.03 3.24
O: -1.26 -0.19 2.93
H: -1.07 2.73 1.91
H: -1.56 2.74 3.48
O: -1.77 2.38 2.62
H: -1.27 -0.29 -3.82
H: -0.95 0.43 -5.35
O: -1.66 0.09 -4.71
H: -5.90 2.42 -1.44
H: -5.41 1.67 -0.08
O: -5.53 2.50 -0.49
H: 1.04 -2.13 1.21
H: -0.33 -1.66 1.75
O: 0.21 -2.40 1.65
H: -2.48 1.39 -0.62
H: -3.94 1.88 -0.13
O: -3.31 1.38 -0.76
H: -4.99 0.59 -3.25
O: -5.68 0.78 -2.60
H: -1.40 -5.74 -0.24
H: -0.47 -6.76 -0.53
O: -1.41 -6.70 -0.17
H: -0.43 -2.74 -5.97
O: 0.12 -2.78 -5.27
H: -0.74 2.64 -1.70
H: 0.12 2.60 -0.79
O: -0.30 1.86 -1.26
H: -2.47 -3.72 -1.38
H: -1.23 -2.45 -1.85
O: -1.81 -2.88 -1.29
H: -2.05 2.96 -2.44
H: -2.62 3.84 -3.51
O: -1.72 3.70 -2.97
H: -0.46 0.92 0.76
H: -1.82 0.52 1.07
O: -1.00 0.13 0.56
H: -5.04 -1.19 0.64
H: -5.18 -1.27 1.99
O: -5.69 -0.82 1.32
H: 1.81 5.25 0.25
H: 0.36 5.18 -0.22
O: 1.28 4.65 -0.07
H: 1.65 4.14 -2.12
H: 0.67 4.20 -3.33
O: 1.60 4.17 -3.04
H: 2.33 2.05 -2.75
H: 2.91 2.90 -3.96
O: 2.99 2.12 -3.39
H: -2.47 -3.58 0.44
H: -4.03 -3.16 0.12
O: -3.37 -3.94 0.34
H: 0.66 -1.38 -1.56
H: -0.63 -0.89 -1.42
O: -0.16 -1.18 -2.08
H: 2.41 -1.47 -0.69
O: 1.69 -0.96 -0.10
H: 3.72 -0.53 1.37
H: 2.40 -0.84 2.32
O: 3.17 -1.29 1.76
H: -5.74 -0.12 -2.08
H: -0.71 1.21 6.43
H: -0.41 -2.14 -4.67
H: 4.96 -2.00 2.26
H: 3.04 -4.25 2.74
H: 2.12 -0.15 -0.18
O: -4.11 3.03 -3.04
H: -4.97 3.74 -2.77
H: -4.24 2.28 -2.45
O: 3.40 -0.58 -2.06
H: 3.87 -1.48 -2.43
H: 2.99 -0.13 -2.69
O: 2.88 -1.23 -4.49
H: 3.21 -1.87 -5.08
H: 2.73 -0.40 -4.80
O: -4.12 -2.20 -1.45
H: -3.48 -1.60 -1.66
H: -4.01 -2.93 -2.13
O: 1.46 5.35 2.33
H: 0.62 4.95 1.98
H: 2.19 5.25 1.85
O: 4.08 3.08 -0.17
H: 3.98 2.17 0.07
H: 4.93 3.51 0.20
O: 5.85 2.51 -2.57
H: 5.08 3.07 -2.68
H: 5.51 1.85 -3.32

HOMO-LUMO gap ... 0.341 Eh
Lowest unoccupied orbital energy ... -1.083 eV



ii) Computed, not measured: a cluster of 40 separate species, H80O40 in total, with ωB97M-V with the def2-TZVPD basis set.

CARTESIAN COORDINATES (ANGSTROEM)
H: -7.03 0.29 0.20
H: -6.84 -0.12 -1.17
O: -6.64 -0.44 -0.29
H: 2.32 -3.92 1.91
H: 3.84 -4.13 1.70
O: 3.06 -3.69 1.34
H: -1.59 -0.69 -0.79
H: -0.90 0.11 0.16
O: -0.84 -0.05 -0.80
H: -1.79 -3.65 0.03
H: -1.43 -2.31 0.74
O: -1.84 -2.69 -0.07
H: -3.78 1.87 2.14
H: -4.42 0.61 2.86
O: -4.05 1.49 2.97
H: 1.50 -1.47 4.71
O: 0.85 -2.15 4.99
H: 1.24 4.12 -0.45
O: 1.36 4.70 0.30
H: 3.17 0.50 0.56
H: 3.35 1.59 -0.32
O: 2.61 1.10 0.05
H: 0.65 0.30 3.87
H: 1.83 1.33 3.62
O: 1.48 0.62 4.22
H: 5.60 0.97 1.30
H: 5.00 2.27 0.89
O: 5.80 1.91 1.29
H: -1.12 -4.18 2.70
H: -2.03 -4.12 3.74
O: -1.50 -4.82 3.33
H: -2.46 4.27 -1.93
O: -3.17 4.88 -2.17
H: 2.14 0.41 -2.49
H: 2.99 1.50 -2.22
O: 2.12 1.38 -2.61
H: 1.58 -2.38 2.65
H: 0.96 -1.72 1.35
O: 0.91 -1.77 2.33
H: 0.04 1.04 1.62
H: -0.90 0.90 2.82
O: -0.88 0.95 1.86
H: -0.06 -6.07 1.31
H: -0.10 -5.81 -0.19
O: -0.13 -5.36 0.66
H: -3.45 -3.55 1.19
H: -3.68 -5.03 0.73
O: -3.84 -4.11 0.53
H: -0.88 -1.03 -3.56
H: 0.13 -0.58 -2.52
O: 0.02 -0.69 -3.48
H: -3.22 2.93 -4.65
O: -2.42 3.41 -4.86
H: 2.90 -0.47 -5.84
H: 2.80 0.34 -4.74
O: 3.53 -0.14 -5.18
H: -3.65 2.04 -1.26
O: -4.29 2.57 -1.73
H: 3.26 4.68 2.25
H: 4.49 4.00 2.93
O: 4.11 4.25 2.09
H: 0.16 5.23 -2.34
H: -0.14 3.89 -2.94
O: 0.60 4.47 -2.75
H: 4.07 2.52 -4.21
H: 3.53 3.38 -3.13
O: 4.31 2.85 -3.34
H: -0.20 -0.75 5.41
H: -1.02 -1.16 6.62
O: -0.70 -0.38 6.16
H: -3.58 -1.13 -0.38
H: -3.46 -0.63 -1.72
O: -3.61 -0.27 -0.83
H: -2.09 5.81 -0.36
H: -1.73 5.26 0.96
O: -1.33 5.72 0.22
H: 2.01 -3.86 -1.91
H: 1.80 -4.52 -0.59
O: 2.00 -4.74 -1.51
H: 2.18 -2.62 -4.41
H: 0.98 -2.42 -3.21
O: 1.83 -2.69 -3.53
H: -2.73 0.97 4.27
H: -3.55 0.03 5.02
O: -2.75 0.02 4.49
H: 1.32 -1.56 -0.94
H: 0.54 -2.57 -0.21
O: 1.46 -2.31 -0.35
H: -1.51 1.60 -1.94
O: -1.78 2.21 -2.63
H: 5.82 -0.30 -0.22
H: 4.93 -1.44 0.21
O: 5.32 -0.62 0.54
H: -2.51 4.31 -4.52
H: 1.33 -2.71 5.58
H: -4.56 3.23 -1.08
H: 0.59 5.27 0.42
H: -3.65 4.55 -2.92
H: -1.06 2.32 -3.26
O: 4.93 -3.51 -1.93
H: 4.62 -4.35 -1.60
H: 4.50 -2.91 -1.32
O: -1.78 -1.46 2.28
H: -0.88 -1.42 2.62
H: -2.40 -1.31 2.98
O: -1.46 -4.84 -2.05
H: -0.59 -5.09 -2.36
H: -1.58 -3.97 -1.73
O: 4.56 0.06 -2.28
H: 4.85 0.94 -2.55
H: 4.27 -0.50 -3.01
O: 2.10 2.44 2.52
H: 2.83 2.72 1.95
H: 1.32 2.37 2.00
O: -5.57 -1.25 -2.45
H: -5.97 -0.44 -2.76
H: -6.32 -1.83 -2.32
O: -2.56 3.44 2.19
H: -2.83 4.34 2.38
H: -1.60 3.42 2.14

HOMO-LUMO gap ... 0.356 Eh
Lowest unoccupied orbital energy ... -0.329 eV



Which of the structures shown above is the most stable? The most stable is ii).